Record 1
{
  "formula": "C16H64B8Ca2O4",
  "method": "ωB97M-V/def2-TZVPD",
  "elements": ["C", "H", "C", "O", "B", "H", "C", "H", "C", "H", "H", "H", "O", "H", "H", "H", "H", "H", "H", "C", "H", "H", "H", "H", "H", "H", "H", "H", "B", "H", "H", "H", "H", "H", "H", "Ca", "H", "H", "H", "H", "H", "B", "H", "H", "H", "B", "H", "H", "H", "B", "H", "H", "H", "C", "H", "H", "H", "H", "H", "H", "C", "C", "H", "H", "C", "B", "H", "H", "C", "C", "C", "H", "Ca", "H", "H", "O", "H", "B", "H", "H", "H", "H", "C", "H", "H", "H", "B", "H", "H", "C", "C", "C", "H", "O"],
  "positions_angstrom": [[-8.47, -10.29, 19.66], [-7.15, -2.80, 16.99], [-8.99, -6.78, 17.05], [-7.58, -3.03, 18.90], [-10.15, -5.86, 21.87], [-12.90, -2.57, 22.49], [-8.55, -11.09, 20.93], [-12.86, -9.23, 22.74], [-8.36, -8.82, 20.09], [-4.79, -3.99, 20.32], [-9.16, -7.86, 17.04], [-15.37, -8.48, 21.20], [-8.50, -8.85, 21.51], [-10.74, -4.00, 18.84], [-9.18, -11.94, 20.67], [-9.97, -5.90, 18.80], [-11.20, -5.54, 15.12], [-14.15, -7.45, 23.38], [-10.02, -4.33, 15.10], [-12.70, -8.41, 22.03], [-9.81, -8.46, 23.91], [-12.83, -5.37, 19.05], [-6.80, -2.89, 20.93], [-6.94, -6.21, 21.85], [-7.59, -11.30, 21.40], [-11.10, -6.82, 17.73], [-10.70, -7.15, 24.76], [-11.01, -5.53, 21.26], [-13.63, -3.33, 22.17], [-10.24, -1.63, 21.38], [-5.17, -2.53, 18.28], [-14.11, -3.00, 21.19], [-14.74, -5.52, 19.16], [-6.65, -6.42, 23.64], [-10.25, -9.91, 22.02], [-8.51, -6.96, 23.19], [-12.63, -8.28, 19.87], [-10.73, -8.84, 25.47], [-9.12, -8.23, 19.57], [-4.74, -4.17, 17.63], [-14.48, -3.36, 22.96], [-9.37, -1.58, 22.08], [-8.18, -5.67, 15.36], [-11.63, -8.25, 21.97], [-5.67, -5.26, 19.53], [-10.73, -3.22, 19.67], [-15.06, -7.66, 19.70], [-7.94, -3.85, 25.30], [-9.77, -1.32, 23.14], [-8.38, -4.78, 24.78], [-7.44, -8.26, 19.90], [-10.81, -2.18, 19.18], [-7.67, -10.62, 18.99], [-13.27, -8.72, 20.65], [-12.85, -6.42, 22.85], [-11.63, -3.42, 20.31], [-13.99, -4.81, 17.64], [-5.30, -5.79, 22.63], [-5.88, -7.60, 22.49], [-9.67, -6.74, 21.40], [-5.64, -4.18, 19.67], [-6.99, -3.55, 20.09], [-8.02, -6.52, 17.48], [-8.20, -4.74, 23.68], [-5.44, -3.59, 18.23], [-10.05, -8.08, 24.93], [-7.64, -4.35, 20.45], [-7.93, -5.71, 25.19], [-9.10, -6.19, 15.63], [-9.17, -10.06, 21.91], [-10.27, -5.25, 15.64], [-8.84, -2.56, 22.04], [-11.03, -3.63, 22.30], [-9.09, -7.84, 25.43], [-13.32, -9.75, 20.27], [-10.60, -5.04, 16.99], [-9.18, -6.96, 14.85], [-6.20, -6.50, 22.63], [-9.82, -3.33, 20.30], [-8.58, -0.83, 21.72], [-10.56, -6.12, 22.86], [-9.43, -10.39, 19.16], [-14.58, -7.92, 20.65], [-13.17, -4.35, 22.14], [-7.30, -4.49, 17.44], [-8.83, -10.26, 22.93], [-13.85, -4.88, 18.79], [-9.43, -5.08, 22.11], [-13.97, -3.83, 19.23], [-13.52, -7.21, 22.51], [-6.87, -3.53, 17.76], [-10.23, -6.16, 17.77], [-9.53, -4.74, 24.88], [-14.32, -6.78, 21.45]],
  "homo_ev": 3.10,
  "relative_energy_kcal_mol": 0.0,
  "homo_lumo_gap_ev": 4.1,
  "total_charge": -4,
  "lumo_ev": 7.2
}

=====

Record 2
{
  "formula": "C16H7Cl2N2O5Tl",
  "method": "ωB97M-V/def2-TZVPD",
  "elements": ["H", "C", "C", "C", "C", "Cl", "C", "H", "O", "C", "H", "H", "Cl", "O", "C", "H", "C", "O", "C", "Tl", "C", "C", "H", "C", "N", "O", "O", "N", "H", "C", "C", "C", "C"],
  "positions_angstrom": [[-0.66, 1.98, 5.07], [-0.79, 3.34, 0.58], [-0.77, 2.75, 3.05], [-0.48, 1.76, 4.02], [0.22, 0.31, 2.26], [-1.68, 5.80, -0.22], [-1.31, 4.59, 1.00], [-1.69, -3.77, -1.65], [3.68, -2.13, -3.85], [2.92, -1.48, -3.15], [2.01, -3.99, -3.77], [0.23, -0.22, 4.36], [-1.62, 4.50, 5.01], [-0.55, 3.01, -0.59], [-1.29, 4.03, 3.35], [-1.95, 5.89, 2.57], [-0.52, 2.41, 1.70], [3.09, -0.30, -2.70], [0.11, -4.06, -2.76], [1.46, 0.97, -1.37], [0.01, 0.55, 3.64], [1.59, -2.16, -2.74], [-1.05, -1.43, -0.98], [-0.24, -5.50, -3.20], [-0.03, 1.20, 1.34], [-1.29, -5.95, -2.70], [0.65, -6.08, -3.84], [0.75, -1.46, -1.98], [0.61, -0.65, 1.93], [-0.40, -2.04, -1.60], [-0.75, -3.32, -1.96], [1.30, -3.46, -3.15], [-1.55, 4.92, 2.34]],
  "homo_ev": -2.50,
  "homo_lumo_gap_ev": 6.4,
  "total_charge": -2,
  "lumo_ev": 3.9
}

=====

Record 3
{
  "formula": "C16H7F8IrNS6",
  "method": "ωB97M-V/def2-TZVPD",
  "elements": ["C", "F", "H", "S", "H", "C", "Ir", "F", "S", "F", "H", "C", "C", "S", "C", "C", "C", "F", "N", "F", "S", "C", "C", "C", "S", "H", "H", "H", "C", "C", "C", "F", "C", "F", "F", "H", "S", "C", "C"],
  "positions_angstrom": [[1.97, -0.94, 0.91], [-4.42, -0.19, 1.56], [1.75, -0.17, 1.64], [2.23, 2.63, 1.16], [2.54, -3.57, -1.80], [-2.66, -1.49, -1.30], [-0.07, 0.60, -0.61], [4.60, -3.99, 1.61], [0.12, 2.78, -0.96], [4.88, -4.17, -0.53], [1.03, -1.63, -2.17], [3.04, -2.93, 0.20], [-3.54, -2.44, -1.75], [0.18, 6.15, -0.28], [2.83, -1.97, 1.18], [2.39, -2.84, -1.02], [1.13, 4.91, 0.46], [-1.49, -1.33, -1.94], [1.33, -0.83, -0.28], [-6.17, -2.04, 0.69], [4.36, 3.78, 2.87], [1.09, 3.52, 0.28], [-1.55, 5.59, -0.15], [3.09, 3.96, 1.89], [2.40, 5.50, 1.45], [3.32, -2.03, 2.14], [-1.92, 5.87, 0.83], [-2.07, 6.15, -0.92], [1.55, -1.77, -1.23], [-5.04, -1.86, 0.05], [-4.74, -2.62, -1.07], [-5.59, -3.53, -1.49], [-4.13, -0.91, 0.49], [3.27, -5.24, 0.44], [-3.25, -3.18, -2.81], [-1.66, 4.53, -0.34], [-1.86, 0.52, 0.48], [3.98, -4.11, 0.45], [-2.92, -0.71, -0.18]],
  "homo_ev": [-14.66, -14.91],
  "s2": 0.80,
  "relative_energy_kcal_mol": 7.9,
  "homo_lumo_gap_ev": [6.1, 5.3],
  "total_charge": 2,
  "lumo_ev": [-8.6, -9.6],
  "multiplicity": 2
}

=====

Record 4
{
  "formula": "C16H80O24",
  "method": "ωB97M-V/def2-TZVPD",
  "elements": ["O", "H", "H", "H", "O", "H", "H", "O", "H", "H", "O", "O", "O", "H", "H", "H", "H", "O", "H", "O", "H", "H", "H", "H", "H", "H", "O", "H", "H", "C", "H", "C", "H", "H", "H", "H", "H", "O", "O", "C", "H", "C", "C", "H", "H", "H", "H", "H", "H", "O", "H", "H", "H", "H", "H", "H", "H", "H", "H", "H", "O", "C", "C", "H", "O", "C", "H", "C", "H", "H", "C", "H", "H", "H", "O", "H", "H", "C", "H", "H", "C", "H", "H", "H", "H", "O", "H", "O", "O", "H", "H", "O", "C", "H", "O", "H", "H", "H", "H", "O", "H", "C", "H", "H", "H", "O", "C", "O", "H", "H", "H", "H", "H", "H", "H", "C", "H", "O", "H", "H"],
  "positions_angstrom": [[-2.71, -4.53, -1.04], [4.93, 1.38, 3.09], [-0.59, 4.10, -3.54], [-5.39, 0.96, -1.15], [-2.26, -1.59, -0.53], [1.26, 3.68, -1.16], [-2.21, 2.60, -4.94], [-0.32, 5.89, 1.10], [3.49, 2.37, 3.10], [-0.51, -4.00, 0.79], [4.04, -0.74, -2.57], [-2.01, -1.59, 3.61], [3.49, -2.27, 3.12], [4.74, 2.45, 4.40], [-2.12, -4.17, -1.71], [-2.28, -0.68, 3.71], [4.97, 0.61, -3.85], [-3.16, 2.55, -4.95], [1.56, -4.93, 0.83], [2.55, 2.32, -0.40], [-3.03, -3.14, 3.33], [-1.30, 1.54, -0.96], [5.97, 3.22, 2.16], [2.44, 4.01, 0.46], [3.65, 0.44, 0.82], [-6.76, -1.97, -2.04], [-3.33, 1.19, 4.28], [-2.86, 0.52, -4.44], [3.39, -0.73, -3.28], [-4.23, -3.98, 1.97], [5.42, 0.80, -2.16], [1.36, 2.59, -1.15], [0.27, 0.10, 0.40], [0.55, 2.12, -0.59], [-3.86, 0.25, 2.53], [3.40, 5.15, 0.21], [-2.78, -6.58, -0.98], [2.60, 4.92, 0.68], [-3.63, -3.88, 3.26], [0.34, 2.00, 2.78], [-0.65, 6.55, -0.88], [-2.16, -5.76, -0.61], [-0.56, -2.40, -3.13], [-1.78, 5.36, -0.19], [1.04, 3.43, -3.80], [0.14, -2.64, -2.33], [-4.00, -3.00, 1.54], [3.87, -3.66, 4.68], [3.41, -2.00, 5.19], [-0.52, 2.22, -4.13], [-0.05, 2.84, 2.20], [0.94, 2.29, 3.64], [-3.93, -4.67, 1.18], [7.26, 2.39, 1.47], [2.80, -0.66, -1.11], [-5.66, -3.36, -2.50], [5.96, -0.60, -2.88], [0.59, -3.03, -0.02], [-0.90, 0.75, 2.15], [-2.73, 1.65, -1.44], [1.48, -4.14, 1.39], [-1.15, 6.22, 0.02], [6.41, 3.00, 1.19], [-0.71, -2.82, 4.88], [3.58, 0.72, 4.42], [-3.52, 1.19, -4.98], [0.95, 1.42, 2.08], [3.90, -2.60, 4.42], [-5.06, -1.59, -3.72], [2.54, -0.80, 1.60], [-0.95, -1.79, 4.61], [0.21, 3.91, -5.20], [-1.86, 7.02, 0.24], [4.95, -2.33, 4.53], [2.25, -0.50, -0.34], [-2.40, 1.40, 4.20], [1.13, 1.10, -4.31], [4.16, 1.80, 3.74], [4.52, 2.64, 0.47], [1.83, -0.02, -5.05], [0.37, -3.39, 0.98], [-5.28, -4.26, 1.99], [0.22, 5.10, 1.02], [-4.41, 0.91, -4.41], [-0.95, 2.05, -3.29], [-0.64, 1.09, 3.01], [1.50, 2.10, -2.11], [-4.58, 1.09, -1.64], [-1.49, -3.39, -3.15], [-3.51, 1.20, 5.22], [-3.55, 1.01, -6.06], [-4.88, -1.50, -2.78], [0.03, 3.50, -4.20], [2.62, 1.36, -0.47], [-4.26, -0.07, 1.73], [6.82, 3.94, 0.80], [3.94, -0.08, 4.02], [2.68, -2.76, 2.97], [-0.98, -4.19, -3.31], [-0.66, 0.35, 0.41], [-0.10, -2.16, -4.09], [3.08, -0.49, 0.71], [-2.49, -2.42, -0.12], [-3.53, -0.40, 1.20], [0.02, -2.68, 1.73], [1.98, 0.66, -4.39], [-5.74, -2.35, -2.10], [5.42, 2.34, 0.31], [-5.38, -2.53, -1.09], [-2.91, -1.48, -1.23], [3.87, -1.23, 0.56], [-1.20, -5.89, -1.10], [-0.04, -1.43, 4.12], [-0.93, -1.41, -2.87], [-4.50, 0.33, -2.21], [5.10, 0.07, -2.91], [-1.13, -0.44, 0.15], [-1.83, 1.80, -1.72], [-2.05, -5.82, 0.47], [-1.06, -1.05, 5.40]],
  "homo_ev": -9.58,
  "homo_lumo_gap_ev": 9.5,
  "lumo_ev": -0.1
}

=====

Record 5
{
  "formula": "C16H8Co2N2O6",
  "method": "ωB97M-V/def2-TZVPD",
  "elements": ["H", "C", "H", "C", "Co", "Co", "C", "N", "C", "C", "C", "H", "C", "C", "O", "C", "O", "N", "H", "H", "O", "O", "O", "H", "O", "C", "C", "C", "H", "C", "H", "C", "C", "C"],
  "positions_angstrom": [[0.49, -0.05, -2.06], [0.99, -1.03, 3.01], [-2.59, -1.31, -0.61], [-2.98, -1.35, 0.41], [-0.55, 1.43, 2.09], [0.94, -0.62, 1.30], [-0.81, -0.40, 1.18], [-1.11, 1.96, -4.78], [-2.56, -1.13, 2.80], [-2.03, 2.24, 1.66], [0.42, 2.85, 1.73], [-4.96, -1.92, -0.15], [-0.33, -0.02, -1.35], [-0.64, 1.41, 3.83], [0.94, 3.85, 1.51], [-4.30, -1.69, 0.68], [-0.73, 1.53, 4.98], [0.95, 0.99, -3.80], [-1.31, 0.33, -1.69], [-5.81, -1.97, 2.20], [2.48, -2.92, 0.30], [1.05, -1.31, 4.13], [3.03, 1.43, 1.33], [-4.22, -1.55, 4.09], [-3.00, 2.78, 1.35], [1.86, -2.01, 0.65], [-2.11, -0.97, 1.47], [-0.12, -0.31, -0.07], [-1.86, -0.95, 3.62], [-4.77, -1.73, 2.00], [1.81, 1.19, -4.30], [-0.09, 1.52, -4.34], [-3.89, -1.48, 3.06], [2.10, 0.74, 1.28]],
  "homo_ev": -0.81,
  "relative_energy_kcal_mol": 20.3,
  "homo_lumo_gap_ev": 5.7,
  "total_charge": -2,
  "lumo_ev": 4.9
}

=====

Record 6
{
  "formula": "C16H9Cl2N9O8Pd",
  "method": "ωB97M-V/def2-TZVPD",
  "elements": ["C", "C", "C", "O", "H", "Cl", "H", "C", "O", "N", "Pd", "C", "O", "C", "O", "Cl", "H", "N", "H", "N", "N", "H", "C", "O", "O", "H", "N", "H", "C", "N", "C", "N", "O", "H", "N", "C", "C", "N", "H", "C", "C", "O", "C", "C", "C"],
  "positions_angstrom": [[-1.65, -19.79, -3.07], [-4.35, -17.35, 4.28], [-1.72, -13.15, 0.51], [-0.15, -18.49, -5.87], [-6.44, -17.74, 4.26], [-5.44, -17.86, 6.74], [0.01, -12.29, 3.98], [-4.13, -17.54, 5.67], [-1.86, -15.33, -0.87], [-0.26, -11.70, 3.25], [-1.78, -16.16, 1.05], [-0.82, -18.90, -3.71], [-2.08, -17.90, -0.05], [-1.21, -17.18, -2.21], [-4.27, -19.24, -0.77], [-0.21, -17.00, 6.12], [-0.15, -16.88, -4.07], [-1.41, -11.99, 1.10], [-4.59, -16.76, 0.43], [-0.82, -12.39, 2.25], [-1.32, -14.18, 1.35], [-2.77, -17.61, 7.34], [-1.89, -16.81, 4.02], [0.09, -15.25, -1.85], [-3.39, -21.20, -1.48], [-0.63, -10.80, 3.36], [-3.39, -16.55, 2.18], [-1.97, -20.77, -3.45], [-2.35, -19.21, -2.01], [-0.52, -19.39, -5.04], [-1.98, -18.00, -1.35], [-3.38, -19.99, -1.32], [-0.99, -16.40, 3.29], [-2.24, -13.23, -0.42], [-0.68, -13.70, 2.35], [-5.65, -17.34, 2.25], [-0.60, -17.58, -3.38], [-0.96, -15.84, -1.66], [-6.55, -17.51, 1.66], [-4.55, -16.86, 1.56], [-3.24, -16.89, 3.47], [-0.65, -20.61, -5.25], [-2.87, -17.45, 6.23], [-5.57, -17.61, 3.61], [-1.74, -17.11, 5.45]],
  "homo_ev": [-7.21, -7.52],
  "s2": 2.08,
  "relative_energy_kcal_mol": 24.2,
  "homo_lumo_gap_ev": [6.1, 4.7],
  "lumo_ev": [-1.1, -2.8],
  "multiplicity": 3
}

=====

Record 7
{
  "formula": "C16H9Cl2N9O8Pd",
  "method": "ωB97M-V/def2-TZVPD",
  "elements": ["O", "H", "H", "N", "C", "Pd", "C", "C", "C", "C", "C", "C", "O", "N", "C", "C", "H", "C", "N", "O", "H", "H", "N", "N", "Cl", "O", "C", "N", "O", "C", "O", "H", "O", "C", "H", "O", "Cl", "H", "H", "C", "N", "C", "C", "N", "N"],
  "positions_angstrom": [[-1.58, 1.19, -1.97], [-4.11, -3.98, -2.33], [-2.42, -4.53, -0.57], [3.91, -0.26, -0.80], [-4.52, -1.38, -3.32], [-0.54, 0.33, -0.48], [1.13, 2.48, 4.15], [-3.53, 0.85, -3.29], [1.20, 1.10, 4.44], [-1.57, -2.52, -0.53], [-2.50, -1.00, -2.01], [-2.44, -3.52, -1.00], [1.51, 3.65, 0.26], [4.91, 0.11, -2.98], [2.72, -0.83, -0.58], [0.93, 0.69, 2.04], [5.02, -0.48, -3.81], [1.01, 2.04, 1.82], [4.05, -0.53, -2.09], [0.64, -1.73, 4.39], [2.30, -0.88, 0.43], [0.89, 4.05, 2.65], [1.18, 3.41, 5.25], [-1.69, -1.24, -0.97], [-3.58, 2.53, -3.64], [1.95, -1.78, 2.59], [-3.47, -1.90, -2.46], [1.12, 2.53, 0.52], [0.97, 1.68, -0.49], [1.17, 0.28, 3.31], [0.40, -0.18, 1.26], [-5.21, 0.29, -4.48], [1.01, 4.61, 4.99], [-2.49, 0.40, -2.40], [1.22, 0.76, 5.47], [1.45, 2.97, 6.37], [-5.84, -2.24, -3.83], [-0.76, -2.75, 0.18], [5.81, 0.17, -2.45], [0.99, 3.00, 2.87], [3.10, -1.37, -2.61], [-4.45, -0.05, -3.77], [-3.36, -3.24, -1.96], [2.23, -1.51, -1.65], [1.26, -1.21, 3.47]],
  "homo_ev": [-7.24, -8.43],
  "s2": 2.08,
  "relative_energy_kcal_mol": 0.0,
  "homo_lumo_gap_ev": [5.7, 5.3],
  "lumo_ev": [-1.5, -3.1],
  "multiplicity": 3
}

=====

Record 8
{
  "formula": "C16H9Cl5N4O6PdS2",
  "method": "ωB97M-V/def2-TZVPD",
  "elements": ["C", "Cl", "C", "C", "C", "H", "C", "C", "N", "Cl", "C", "C", "C", "O", "H", "H", "H", "Pd", "N", "H", "C", "O", "O", "C", "O", "S", "O", "C", "C", "H", "H", "C", "C", "Cl", "H", "C", "Cl", "N", "H", "N", "S", "Cl", "O"],
  "positions_angstrom": [[-3.81, 1.38, 0.25], [-1.52, -0.95, -2.85], [2.55, -0.76, -0.92], [-2.68, 1.28, -1.89], [2.31, -2.52, -2.52], [2.81, -5.05, -2.84], [3.32, -1.58, -0.10], [-2.78, -0.67, -0.48], [0.65, 0.72, 0.26], [-2.36, -2.31, -0.18], [-3.51, 0.04, 0.47], [-0.95, 1.19, 3.26], [-3.34, 2.02, -0.90], [-2.73, 5.61, -0.53], [1.94, -2.89, -3.47], [3.69, -1.20, 0.83], [3.70, -5.29, -1.43], [-0.61, 2.32, 0.37], [-0.57, 1.20, 1.99], [-1.78, 1.83, 3.54], [2.04, -1.23, -2.13], [-2.00, 3.73, 0.90], [-3.49, 3.37, -1.04], [0.49, 0.46, 1.59], [1.95, 1.68, -1.57], [-2.25, 4.28, -0.47], [-1.08, 3.89, -1.26], [-2.39, -0.06, -1.67], [3.59, -2.88, -0.50], [4.20, -3.52, 0.12], [1.32, -1.07, 4.28], [-0.30, 0.34, 4.14], [3.09, -3.37, -1.72], [-4.74, 2.27, 1.38], [1.45, -0.57, -2.75], [0.77, -0.40, 3.63], [-2.24, 2.05, -3.35], [1.19, -0.35, 2.37], [-0.60, 0.26, 5.17], [3.40, -4.64, -2.14], [2.18, 0.87, -0.41], [-4.02, -0.72, 1.92], [3.11, 1.27, 0.60]],
  "homo_ev": -8.58,
  "relative_energy_kcal_mol": 0.0,
  "homo_lumo_gap_ev": 7.3,
  "lumo_ev": -1.2
}